--- A ---
C2H5NO3 | ωB97M-V/def2-TZVPD

Geometry (Å):
C  0.549  0.715  0.347
C  -0.628  0.242  -0.420
N  -1.974  0.424  -0.069
O  -2.208  0.918  1.011
O  -2.782  0.002  -0.873
O  -0.894  -2.062  0.402
H  1.045  -0.252  0.672
H  0.279  1.192  1.369
H  1.169  1.253  -0.433
H  -0.528  0.165  -1.417
H  -1.779  -2.505  0.301

The frontier orbital gap (alpha / beta) comes out at 7.3 / 7.3 eV. The LUMO energy (alpha / beta) is -2.8 / -2.8 eV. As for the charge: 0. As for the molar mass: 91.07 g/mol. As for the highest occupied orbital energy (alpha / beta): -10.0935 / -10.1048 eV.


--- B ---
C2H5NO3 | ωB97M-V/def2-TZVPD

Geometry (Å):
C  0.776  0.044  -0.911
C  -0.334  -0.593  -0.585
N  -1.220  -1.125  -1.585
O  -0.968  -0.921  -2.751
O  -2.179  -1.747  -1.173
H  1.431  0.441  -0.158
H  1.036  0.184  -1.950
H  -0.676  -0.780  0.422
O  0.753  1.377  2.539
H  0.758  2.291  2.833
H  0.622  0.829  3.318

The frontier orbital gap comes out at 10.8 eV. The LUMO energy is -0.3 eV. As for the charge: 0. As for the molar mass: 91.07 g/mol. As for the highest occupied orbital energy: -11.0679 eV.


Least stable: A


--- A ---
C19H22N2O4 | ωB97M-V/def2-TZVPD

Geometry (Å):
C  -0.249  6.603  0.130
O  0.200  5.550  0.946
C  0.265  4.298  0.417
C  -0.089  3.957  -0.883
C  0.011  2.643  -1.302
C  0.446  1.629  -0.457
C  0.565  0.213  -1.009
N  1.617  0.228  -2.032
C  2.910  0.549  -1.782
C  3.759  0.609  -3.037
O  3.346  0.752  -0.671
C  0.922  -0.850  0.046
C  -0.235  -1.096  1.016
N  -1.421  -1.473  0.287
C  -2.074  -2.657  0.328
O  -3.094  -2.860  -0.308
C  -1.489  -3.727  1.180
C  -0.240  -4.294  1.221
C  -0.333  -5.391  2.107
C  -1.627  -5.413  2.533
O  -2.328  -4.423  1.972
C  -1.841  -0.460  -0.656
C  -0.738  -0.240  -1.689
C  0.833  1.990  0.830
C  0.738  3.296  1.262
H  -0.217  7.495  0.754
H  -1.276  6.439  -0.212
H  0.405  6.746  -0.737
H  -0.436  4.702  -1.582
H  -0.251  2.422  -2.327
H  1.322  0.135  -2.991
H  3.680  -0.322  -3.595
H  3.424  1.428  -3.670
H  4.795  0.776  -2.759
H  1.823  -0.554  0.580
H  1.142  -1.778  -0.488
H  0.026  -1.874  1.731
H  -0.462  -0.176  1.566
H  0.630  -3.985  0.678
H  0.452  -6.064  2.382
H  -2.145  -6.059  3.214
H  -2.756  -0.810  -1.135
H  -2.043  0.474  -0.120
H  -1.074  0.492  -2.423
H  -0.552  -1.185  -2.207
H  1.240  1.262  1.510
H  1.039  3.569  2.261

The frontier orbital gap comes out at 9.1 eV. The LUMO energy is 0.6 eV. As for the charge: 0. As for the molar mass: 342.39 g/mol. As for the highest occupied orbital energy: -8.4458 eV.


--- B ---
C19H22N2O4 | ωB97M-V/def2-TZVPD

Geometry (Å):
O  -0.886  -0.240  -1.821
C  -0.458  0.764  -1.281
C  -1.388  1.869  -0.817
C  -1.760  1.690  0.660
C  -2.662  0.473  0.852
O  -3.940  0.816  0.359
C  -4.909  -0.139  0.319
C  -4.764  -1.443  0.776
C  -5.829  -2.325  0.688
C  -7.038  -1.926  0.153
C  -7.184  -0.624  -0.302
C  -6.132  0.263  -0.221
N  0.874  0.929  -1.074
C  1.539  1.966  -0.322
C  2.218  1.353  0.910
N  3.123  0.294  0.514
C  4.459  0.515  0.633
O  4.889  1.568  1.082
C  5.421  -0.537  0.262
C  6.781  -0.367  0.171
C  7.323  -1.629  -0.144
C  6.263  -2.481  -0.215
O  5.113  -1.836  0.026
C  2.455  -0.742  -0.239
C  1.785  -0.125  -1.473
H  -2.302  1.785  -1.406
H  -0.954  2.853  -0.992
H  -0.866  1.571  1.275
H  -2.302  2.572  1.005
H  -2.258  -0.384  0.299
H  -2.728  0.214  1.919
H  -3.832  -1.784  1.199
H  -5.704  -3.337  1.045
H  -7.862  -2.621  0.089
H  -8.125  -0.300  -0.723
H  -6.228  1.279  -0.571
H  0.843  2.740  -0.008
H  2.309  2.422  -0.957
H  2.799  2.110  1.440
H  1.461  0.930  1.580
H  7.304  0.556  0.316
H  8.355  -1.871  -0.294
H  6.198  -3.532  -0.420
H  3.152  -1.515  -0.545
H  1.686  -1.194  0.399
H  1.209  -0.878  -2.012
H  2.550  0.297  -2.135

The frontier orbital gap comes out at 9.1 eV. The LUMO energy is 0.6 eV. As for the charge: 0. As for the molar mass: 342.39 g/mol. As for the highest occupied orbital energy: -8.4407 eV.


Least stable: B


--- A ---
C11H13P | ωB97M-V/def2-TZVPD

Geometry (Å):
C  1.616  -1.905  0.014
C  0.454  -1.264  0.114
C  0.694  0.222  0.133
C  -0.980  -1.423  0.078
C  -0.694  0.896  0.240
C  -1.601  -0.206  0.142
C  1.976  0.603  0.062
C  3.260  2.727  -0.226
C  -1.701  -2.692  -0.020
C  -0.838  2.236  0.322
C  -3.086  -0.017  0.090
P  3.037  -0.878  0.259
H  1.779  -3.003  0.078
H  3.017  3.265  0.698
H  2.812  3.142  -1.089
H  -1.354  -3.087  -1.028
H  -2.751  -2.578  0.134
H  -1.413  -3.449  0.699
H  0.014  2.995  0.304
H  4.378  2.573  -0.469
H  -1.834  2.598  0.507
H  -3.357  1.049  0.208
H  -3.641  -0.598  0.821
H  -3.388  -0.283  -0.994
H  3.604  -0.922  -1.074

The frontier orbital gap (alpha / beta) comes out at 7.5 / 7.5 eV. The LUMO energy (alpha / beta) is -0.2 / -0.2 eV. As for the charge: 0. As for the molar mass: 176.20 g/mol. As for the highest occupied orbital energy (alpha / beta): -7.7211 / -7.7235 eV.


--- B ---
C11H13P | ωB97M-V/def2-TZVPD

Geometry (Å):
C  3.691  0.411  0.071
C  3.349  -0.788  0.738
C  2.701  1.275  -0.358
C  1.984  -1.134  0.740
C  1.328  1.060  -0.114
C  1.006  -0.172  0.413
C  0.334  2.142  -0.501
C  -2.621  -0.287  1.200
C  -2.530  -0.454  -0.281
C  -1.761  0.597  0.408
C  -1.737  -1.651  -0.840
P  -1.298  2.285  0.357
H  4.678  0.558  -0.028
H  4.199  -1.477  1.053
H  2.878  2.098  -0.858
H  1.828  -2.093  1.108
H  0.911  3.183  -0.352
H  0.204  2.009  -1.520
H  -3.560  0.181  1.592
H  -1.929  -1.007  1.869
H  -3.470  -0.110  -0.967
H  -1.830  -1.615  -2.048
H  -2.205  -2.574  -0.522
H  -0.558  -1.525  -0.596
H  -0.865  2.390  1.627

The frontier orbital gap (alpha / beta) comes out at 8.8 / 7.1 eV. The LUMO energy (alpha / beta) is 0.0 / -0.2 eV. As for the charge: 0. As for the molar mass: 176.20 g/mol. As for the highest occupied orbital energy (alpha / beta): -8.7353 / -7.3670 eV.


Least stable: B


--- A ---
H12O6 | ωB97M-V/def2-TZVPD

Geometry (Å):
O  -2.729  2.483  -1.430
H  -2.858  1.976  -2.200
H  -2.418  3.411  -1.722
O  0.718  1.635  0.457
H  0.169  1.715  -0.358
H  0.489  2.299  1.055
O  2.311  -1.836  5.726
H  2.263  -2.706  5.888
H  2.036  -1.305  6.440
O  1.098  -1.370  0.121
H  1.259  -1.612  0.968
H  0.935  -0.428  0.148
O  0.424  -1.606  -2.728
H  1.373  -1.243  -2.888
H  0.437  -1.942  -1.780
O  -2.056  0.474  -2.643
H  -1.956  0.046  -1.824
H  -1.494  0.008  -3.232

The frontier orbital gap comes out at 11.3 eV. The LUMO energy is 0.6 eV. As for the charge: 0. As for the molar mass: 108.09 g/mol. As for the highest occupied orbital energy: -10.7300 eV.


--- B ---
H12O6 | ωB97M-V/def2-TZVPD

Geometry (Å):
O  2.318  -1.493  1.231
H  1.533  -1.542  1.784
H  1.997  -1.116  0.401
O  -2.781  -0.837  -0.391
H  -3.626  -1.001  0.041
H  -2.864  -1.243  -1.266
O  1.610  2.011  -0.225
H  2.496  2.063  -0.598
H  1.137  1.389  -0.798
O  -0.754  -2.606  -1.990
H  -0.126  -2.074  -1.477
H  -0.215  -3.086  -2.628
O  -0.024  -0.465  -0.178
H  -0.990  -0.636  -0.273
H  0.035  0.246  0.471
O  -0.309  3.487  1.956
H  0.243  2.713  1.790
H  0.319  4.190  2.150

The frontier orbital gap comes out at 11.6 eV. The LUMO energy is 0.4 eV. As for the charge: 0. As for the molar mass: 108.09 g/mol. As for the highest occupied orbital energy: -11.1363 eV.


Least stable: A